Entry 1:
25
Properties=species:S:1:pos:R:3:forces:R:3:mulliken_charge:R:1 method="wB97M-V/def2-TZVPD" charge=+1 homo_ev=-12.708 lumo_ev=-3.389 total_energy_ha=-597.318305 homo_lumo_gap_ev=9.3
C 2.0895 1.5911 0.5995 -2.0 1.1 -0.1 -0.453
C 0.7593 2.0303 0.5542 0.7 -0.2 0.9 -0.327
C 0.8811 0.1200 -0.5902 -0.4 1.0 1.2 0.033
C -2.4402 -1.4518 0.4958 1.2 -1.7 -0.9 -0.295
C -2.4748 -0.3904 1.4561 -0.2 1.2 -0.5 -0.270
C -2.0913 -1.2200 -0.7737 -0.3 1.6 2.1 -0.589
C -2.1355 0.8721 1.1574 -0.1 -2.1 -1.1 -0.886
C -2.0301 0.1512 -1.2689 -0.2 0.7 3.3 -1.249
C -1.6255 1.1397 -0.1688 1.3 0.4 -2.3 0.925
C 3.2377 -0.4345 -0.1776 3.3 2.2 1.0 -1.012
N 2.1126 0.4359 -0.1336 -0.3 -0.3 0.0 0.078
N 0.0380 1.0421 -0.0778 -1.0 0.8 -1.1 0.154
F -1.8638 2.4304 -0.6388 0.5 -1.1 0.8 -0.358
H 2.9673 2.0100 1.1034 -0.5 -0.3 -0.5 0.434
H 0.2245 2.9376 0.9359 0.9 -1.1 -0.3 0.386
H 0.5955 -0.6944 -1.2488 0.3 0.1 0.4 0.386
H -2.4704 -2.5314 0.7103 -0.4 0.8 0.7 0.366
H -2.8031 -0.5219 2.4404 -0.4 -0.7 1.3 0.461
H -1.9872 -1.9959 -1.4057 0.2 -2.5 -2.2 0.604
H -2.0966 1.5862 1.8866 0.0 1.9 1.7 0.506
H -1.5196 0.4361 -2.0895 2.4 0.2 -2.9 0.508
H -3.0042 0.3497 -1.5965 -2.0 0.8 -0.1 0.438
H 4.1670 -0.0833 -0.6556 -0.8 0.8 -0.5 0.359
H 3.6781 -0.6978 0.7668 -0.7 0.1 1.1 0.413
H 3.0564 -1.3022 -0.6188 -1.4 -3.7 -2.1 0.387

Entry 2:
20
Properties=species:S:1:pos:R:3:forces:R:3:mulliken_charge:R:1 method="wB97M-V/def2-TZVPD" homo_ev=-8.187 lumo_ev=0.328 total_energy_ha=-705.263883 homo_lumo_gap_ev=8.5
C -1.8051 1.1296 -0.4591 0.1 -0.2 0.1 -1.100
C -1.2660 -0.0491 -0.1334 -0.6 0.2 -0.6 1.228
C -1.7014 -1.3329 -0.7717 0.0 0.0 -0.1 -1.301
C 1.8007 1.4245 -0.8484 -0.2 -0.8 0.4 -0.892
C -0.2204 -0.1584 0.8534 2.9 0.1 -0.3 -1.272
N 2.9115 -0.5499 0.8950 -0.3 -0.1 -0.3 -0.720
N 1.7976 -1.1350 -1.3554 -0.4 0.6 -0.2 -0.736
S 1.7906 -0.2544 -0.1072 -1.2 0.3 -0.1 0.906
H -1.4900 2.0472 0.0093 0.1 0.2 0.1 0.311
H -2.5958 1.2066 -1.1840 -0.2 0.0 -0.2 0.279
H -1.9003 -2.0838 -0.0081 0.0 -0.1 0.0 0.335
H -2.5989 -1.1903 -1.3667 -0.1 0.0 -0.1 0.369
H -0.9036 -1.7086 -1.4121 0.0 -0.1 0.0 0.303
H 2.6186 1.4628 -1.5576 0.1 -0.2 0.0 0.352
H 0.8507 1.5384 -1.3546 -0.1 0.1 -0.1 0.293
H 1.9222 2.1628 -0.0650 0.0 0.0 0.2 0.328
H -0.1637 -1.0948 1.3908 0.0 -0.1 0.1 0.393
H -0.0588 0.7044 1.4861 -0.1 0.1 0.2 0.467
H 2.9232 0.0270 1.7185 -0.2 0.3 0.4 0.226
H 2.0754 -2.0891 -1.1959 0.1 -0.2 0.4 0.233

Entry 3:
19
Properties=species:S:1:pos:R:3:forces:R:3:mulliken_charge:R:1 method="wB97M-V/def2-TZVPD" homo_ev=-8.816 lumo_ev=0.713 total_energy_ha=-999.161946 homo_lumo_gap_ev=9.5
C 0.0873 -1.4525 -1.5350 1.9 0.1 1.2 -0.852
C -0.7531 0.3517 1.4673 1.0 0.1 2.9 -1.288
C 0.5670 1.3594 -0.2237 -2.7 -1.4 -3.8 -1.389
C -0.9821 -0.5118 -0.9466 0.0 -0.7 0.8 -0.704
C -0.4027 0.4736 0.0843 1.4 0.0 -2.6 1.042
P 2.8042 -0.4119 0.9965 5.4 -3.1 2.4 0.150
Cl 3.9442 -0.3414 -0.7233 -0.3 0.2 -0.3 -0.224
H 0.6030 -1.9157 -0.6370 -0.6 0.0 -1.1 0.170
H -0.2982 -2.2383 -2.1963 0.0 0.3 0.2 0.360
H 0.9635 -0.9127 -2.0372 -1.5 -0.5 0.4 0.199
H -1.4952 -0.3366 1.7610 -1.5 -0.5 -0.2 0.422
H -0.9814 1.3617 1.7894 -0.3 0.0 0.7 0.320
H 0.0692 -0.0416 2.1481 -0.2 0.7 -0.9 0.237
H 1.8449 0.3201 0.7535 -4.3 2.9 -1.7 0.013
H 0.8651 1.5308 -1.2749 -0.1 -0.5 0.5 0.276
H 0.8673 2.1278 0.3662 1.0 1.8 2.3 0.539
H -1.8190 -1.0929 -0.4637 1.0 0.3 -0.3 0.307
H -1.4593 -0.0208 -1.7577 -0.4 0.9 -0.7 0.369
H 3.3674 0.7791 1.5763 0.3 -0.6 0.2 0.053

Entry 4:
12
Properties=species:S:1:pos:R:3:forces:R:3:mulliken_charge:R:1 method="wB97M-V/def2-TZVPD" charge=+1 homo_ev="-12.131 / -12.627" lumo_ev="-4.918 / -4.950" total_energy_ha=-968.616193 homo_lumo_gap_ev="7.2 / 7.7"
C -1.5281 0.0322 1.1253 -0.7 1.5 -2.0 0.306
C -0.2332 0.8809 -0.7612 -2.3 0.6 1.3 -1.009
C 0.7595 -1.0643 0.0476 -0.3 -2.8 1.5 -0.500
N 1.0583 0.3099 -0.3646 -3.3 1.3 1.8 -0.078
S -2.9729 0.6937 1.2503 2.1 -1.1 0.2 -0.053
S -0.3327 -1.0448 1.5722 0.6 -0.2 0.6 0.031
H -0.9671 0.4230 -1.4204 1.0 -0.4 -0.3 0.453
H -0.5176 1.8741 -0.3999 0.9 -0.3 -0.4 0.376
H -0.0162 -1.5210 -0.6348 1.6 0.5 0.0 0.365
H 1.7307 -1.7430 0.1899 -2.2 1.5 -0.2 0.378
H 1.7726 0.1518 -1.0174 1.6 0.9 -1.7 0.323
H 1.2466 1.0076 0.4129 1.0 -1.5 -0.8 0.408

Entry 5:
22
Properties=species:S:1:pos:R:3:forces:R:3:mulliken_charge:R:1 method="wB97M-V/def2-TZVPD" charge=+1 homo_ev=-12.118 lumo_ev=-7.342 total_energy_ha=-308.640719 homo_lumo_gap_ev=4.8
C 0.2358 -0.7603 0.3982 2.2 -1.4 -1.6 -0.933
C -1.0416 -0.0221 0.3278 2.2 1.7 3.4 0.310
C -1.0977 1.3265 -0.2152 -0.9 0.1 -0.3 -0.374
C -1.7698 1.2229 -1.6297 -0.4 -0.1 -1.9 -0.513
C -3.2107 0.6110 -1.6649 1.1 -0.2 1.4 -0.904
N 4.8219 -1.6993 1.5719 -0.6 1.0 0.0 -0.612
N 1.2363 -0.1691 1.3117 -1.2 0.5 0.3 -0.399
H 0.1641 -1.7896 0.7505 -0.5 0.1 -0.3 0.406
H 0.7742 -0.7622 -0.5558 -0.5 -0.2 -0.2 0.330
H 4.3041 -2.2486 2.2329 0.4 -0.5 0.1 0.210
H -1.6387 -0.3787 1.1749 -1.2 0.2 -0.9 0.376
H -0.0961 1.7465 -0.3333 0.1 -0.4 -0.3 0.343
H -1.6728 2.0525 0.3717 -0.2 -0.5 0.2 0.309
H -1.7008 2.2116 -2.1060 0.1 -0.3 0.3 0.377
H -1.1688 0.5347 -2.2472 0.1 0.4 0.2 0.292
H -3.3345 -0.0915 -2.4716 0.1 0.0 -0.5 0.321
H -3.1346 -0.0007 -0.7647 -1.1 -0.3 0.1 0.235
H 5.6827 -2.0765 1.2194 -0.1 -0.5 0.1 0.218
H -4.0911 1.2533 -1.6080 0.5 0.2 0.1 0.316
H 4.1892 -1.4661 0.8241 0.2 0.0 -0.3 0.182
H 1.5331 0.7797 1.1178 -0.1 0.0 -0.1 0.236
H 1.0157 -0.2740 2.2955 -0.1 0.1 0.0 0.273

Entry 6:
75
Properties=species:S:1:pos:R:3:forces:R:3:mulliken_charge:R:1 method="wB97M-V/def2-TZVPD" charge=-2 homo_ev=-1.550 lumo_ev=4.136 total_energy_ha=-3537.072157 homo_lumo_gap_ev=5.7
K 0.8283 0.4101 -0.9411 2.1 0.4 0.4 0.799
C -5.2966 3.3529 -6.7376 0.1 0.0 0.1 -1.397
C -4.1659 2.9739 -5.8128 -0.1 0.0 0.0 1.215
C -2.9643 2.4782 -6.3100 0.0 0.0 0.0 -0.896
C -1.9356 2.1156 -5.4511 0.0 0.0 0.0 -0.689
C -2.1051 2.2476 -4.0828 0.0 0.0 0.2 -0.307
C -3.2981 2.7339 -3.5684 0.0 0.0 0.0 0.011
C -4.3200 3.0966 -4.4343 0.0 0.0 0.0 -0.910
S -0.7691 1.7593 -2.9784 0.0 0.4 -0.9 1.126
O 0.3298 2.6606 -3.2769 0.1 0.0 0.0 -0.819
O -1.3489 1.9486 -1.6491 -0.4 -0.1 -0.3 0.297
N -0.3497 0.3153 -3.3207 -0.3 0.0 -0.3 -0.819
C -1.3935 -0.6907 -3.1156 -0.1 0.2 0.1 -0.476
C -1.8666 -0.8214 -1.6526 -0.1 -0.6 0.5 0.734
O -3.0863 -0.7978 -1.4158 0.1 0.0 -0.1 -0.803
O -0.9388 -0.9861 -0.7887 -1.5 -1.1 0.1 -0.883
H -5.0507 3.1213 -7.7748 0.0 0.0 0.0 0.330
H -5.5193 4.4206 -6.6682 0.0 0.0 0.0 0.296
H -6.2085 2.8116 -6.4751 0.0 0.0 0.0 0.316
H -2.8356 2.3712 -7.3827 0.0 0.0 0.0 0.246
H -0.9987 1.7175 -5.8234 0.0 0.0 0.0 0.404
H -3.4056 2.8010 -2.4922 0.0 0.0 0.0 0.386
H -5.2561 3.4750 -4.0347 0.0 0.0 0.0 0.357
H -0.9790 -1.6580 -3.4134 0.0 0.0 0.0 0.442
H -2.2781 -0.4983 -3.7370 0.0 0.0 0.0 0.166
O -1.2808 -1.1647 2.1837 0.0 -0.4 0.3 -0.605
N -0.9030 0.1357 2.2475 0.1 0.5 -0.5 0.446
C -0.5747 0.5745 3.3854 -0.1 -0.1 0.1 -1.109
C -0.0439 1.9397 3.5353 0.1 0.3 -0.3 1.145
C 0.4615 2.2520 4.7973 -0.1 -0.1 -0.1 -0.837
C 1.1284 3.4376 5.0424 0.1 0.1 0.0 -0.689
C 1.2997 4.3358 4.0052 0.0 0.0 0.1 -0.720
C 0.7820 4.0549 2.7489 -0.2 -0.1 0.0 -0.522
C 0.0790 2.8822 2.4673 0.1 -0.4 0.5 0.413
P -0.5466 2.4599 0.7516 -0.2 1.0 0.8 0.753
C -2.3527 2.6309 1.1359 0.0 0.0 0.1 0.268
C -3.2802 1.7353 0.6058 0.2 -0.1 -0.1 -0.337
C -4.6231 1.8253 0.9494 -0.1 0.0 0.0 -0.681
C -5.0620 2.8012 1.8341 0.0 0.0 0.0 -0.471
C -4.1487 3.7048 2.3621 0.1 0.1 0.0 -0.680
C -2.8078 3.6234 2.0075 -0.1 -0.1 0.0 -0.395
C -0.2331 4.0932 -0.0786 0.2 -0.1 -0.1 0.835
C 1.0871 4.2897 -0.4963 0.0 -0.1 0.1 -0.372
C 1.4599 5.4212 -1.2029 0.0 0.0 0.0 -0.594
C 0.5067 6.3731 -1.5384 0.0 0.0 0.0 -0.549
C -0.8159 6.1718 -1.1698 0.0 0.0 0.0 -0.573
C -1.1825 5.0426 -0.4469 0.0 -0.1 0.1 -0.579
H -1.2858 -1.3447 1.2217 -0.2 0.2 -0.4 0.380
H -0.6050 -0.0736 4.2648 0.0 0.0 0.0 0.262
H 0.3577 1.5220 5.5941 0.0 0.0 0.0 0.328
H 1.5376 3.6462 6.0244 0.0 0.0 0.0 0.356
H 1.8346 5.2632 4.1733 0.0 0.0 0.0 0.388
H 0.9237 4.7848 1.9669 0.0 0.0 -0.1 0.298
H -2.9582 0.9578 -0.0794 0.0 0.0 0.1 0.124
H -5.3243 1.1119 0.5312 0.1 0.0 0.0 0.503
H -6.1074 2.8570 2.1197 0.0 0.0 0.0 0.340
H -4.4740 4.4735 3.0555 0.0 0.0 0.0 0.375
H -2.1060 4.3386 2.4198 0.0 0.0 0.0 0.485
H 1.8257 3.5290 -0.2512 0.0 0.1 0.0 0.430
H 2.4912 5.5536 -1.5091 0.0 0.0 0.0 0.418
H 0.7878 7.2589 -2.0965 0.0 0.0 0.0 0.315
H -1.5738 6.8939 -1.4545 0.0 0.0 0.0 0.348
H -2.2208 4.8971 -0.1784 0.0 0.0 0.0 0.315
S 3.1465 0.6302 1.2075 -0.1 0.0 0.0 -0.406
C 4.7213 0.8296 0.5029 0.1 0.0 0.1 0.115
C 5.5965 -0.2617 0.3165 0.0 0.1 -0.1 -0.500
C 6.8677 -0.0979 -0.2113 0.0 0.0 0.0 -0.375
C 7.3329 1.1612 -0.5786 0.0 0.0 0.0 -0.396
C 6.4876 2.2531 -0.4052 0.0 0.0 0.0 -0.455
C 5.2162 2.0953 0.1240 0.0 -0.1 -0.1 -0.474
H 5.2414 -1.2455 0.5975 0.0 0.0 0.0 0.312
H 7.5088 -0.9654 -0.3400 0.0 0.0 0.0 0.288
H 8.3278 1.2877 -0.9897 0.0 0.0 0.0 0.340
H 6.8285 3.2443 -0.6894 0.0 0.0 0.0 0.317
H 4.5668 2.9526 0.2556 0.0 0.0 0.0 0.298

Entry 7:
9
Properties=species:S:1:pos:R:3:forces:R:3:mulliken_charge:R:1 method="wB97M-V/def2-TZVPD" charge=+1 homo_ev="-15.860 / -15.860" lumo_ev="-6.000 / -6.000" total_energy_ha=-739.167842 homo_lumo_gap_ev="9.9 / 9.9"
C 0.8989 0.2917 0.1145 -5.8 -0.2 3.1 0.270
N -1.6706 -1.0227 1.0309 1.1 -0.4 -0.8 -0.505
N 0.1377 0.2818 1.3001 5.6 0.5 -3.5 -0.454
N -1.0475 -0.1114 1.5450 -2.0 0.2 0.5 0.800
O 0.3153 0.4382 -1.0083 -0.2 -0.4 -1.4 -0.354
Cl -1.6438 0.8627 2.9184 -0.2 -0.6 -0.4 0.103
H 1.9286 0.2917 0.1089 2.3 0.0 0.9 0.391
H -2.5066 -1.3879 1.4681 -0.4 0.6 0.6 0.324
H 0.8793 0.3736 -1.8287 -0.4 0.3 1.1 0.424

Entry 8:
76
Properties=species:S:1:pos:R:3:forces:R:3:mulliken_charge:R:1 method="wB97M-V/def2-TZVPD" charge=-1 multiplicity=6 homo_ev="-1.551 / -4.314" s_squared=8.783 lumo_ev="2.515 / 2.503" total_energy_ha=-2081.026289 homo_lumo_gap_ev="4.1 / 6.8"
Ru -1.1422 -0.9504 1.9807 2.3 -1.4 0.0 -1.425
P -0.4412 -0.3561 -0.1851 -0.1 0.4 -1.2 0.961
Cl -2.7025 -2.3420 0.9669 -1.0 -0.7 -0.5 -0.486
C 2.3786 -1.4552 1.0070 -0.1 -1.8 -1.6 -2.196
H 3.2794 -1.5755 0.3902 -0.4 -0.2 0.0 0.170
H 1.5947 -2.2216 1.0206 0.5 0.1 -0.1 0.454
C -2.0572 0.5767 -0.3064 0.4 -0.4 -1.1 -0.043
C -0.3823 -1.7644 -1.4905 -0.5 0.3 0.3 -0.343
C -2.3144 1.5785 -1.4382 -0.3 0.0 0.1 -0.765
H -2.7621 -0.2572 -0.4221 -0.1 0.2 0.1 0.917
C -3.7905 1.9925 -1.4008 -0.1 0.0 0.0 -0.898
H -1.6733 2.4658 -1.3310 -0.2 -0.2 0.0 0.271
H -2.0890 1.1342 -2.4151 -0.1 0.1 0.2 0.087
C -4.2418 2.5063 -0.0245 0.0 0.2 -0.2 -0.733
H -3.9752 2.7545 -2.1688 -0.1 -0.1 0.1 0.397
H -4.3987 1.1180 -1.6700 0.1 0.1 0.0 0.382
C -3.8065 1.6166 1.1356 0.2 -0.2 0.0 -1.032
H -3.8473 3.5186 0.1227 0.1 0.0 0.0 0.293
H -5.3315 2.6025 -0.0210 0.0 0.0 0.0 0.416
C -2.3212 1.2363 1.0391 -0.6 0.4 0.1 0.164
H -3.9961 2.1183 2.0940 -0.1 -0.1 -0.2 0.432
H -4.3739 0.6766 1.1173 0.0 0.1 0.1 0.342
H -1.7040 2.1364 1.1264 0.1 -0.1 0.2 0.244
H -2.1102 0.6058 1.9531 -0.4 0.9 -0.3 -0.055
C 0.8617 0.8720 -0.8617 -0.2 -0.7 0.4 0.764
C 1.0212 -2.1764 -1.9660 0.1 0.1 -0.1 0.212
H -0.8098 -2.5928 -0.8993 0.1 0.2 -0.2 0.955
C 0.9689 -3.4127 -2.8900 -0.1 -0.2 0.2 -0.948
H 1.4854 -1.3666 -2.5454 -0.1 -0.1 0.1 -0.005
H 1.6755 -2.3256 -1.0951 -0.2 -0.2 -0.4 -0.073
C 0.0068 -3.2567 -4.0785 0.0 0.2 0.1 -0.707
H 1.9712 -3.6363 -3.2751 -0.1 0.0 0.1 0.407
H 0.6561 -4.2916 -2.3118 0.0 0.1 0.1 0.361
C -1.3664 -2.7245 -3.6533 -0.1 -0.2 0.2 -1.098
H 0.4457 -2.5888 -4.8337 0.0 0.0 0.2 0.312
H -0.1318 -4.2269 -4.5777 0.1 0.2 0.1 0.381
C -1.3096 -1.5259 -2.6921 0.0 0.1 -0.3 -0.529
H -1.9471 -2.4500 -4.5429 0.0 0.0 0.1 0.404
H -1.9218 -3.5358 -3.1659 0.1 0.1 0.0 0.390
H -0.9617 -0.6520 -3.2627 -0.1 -0.2 0.1 0.023
H -2.3291 -1.3023 -2.3483 0.2 -0.1 -0.1 0.315
C 0.9020 2.2056 -0.1050 0.1 0.1 0.1 -0.532
H 1.7790 0.2975 -0.6357 0.0 0.4 -0.2 0.529
C 2.1161 3.0467 -0.5284 0.0 0.0 0.0 -0.873
H -0.0213 2.7697 -0.3077 0.3 -0.1 0.0 0.154
H 0.9420 2.0484 0.9800 0.0 0.1 -0.4 0.196
C 2.1975 3.2832 -2.0408 -0.1 -0.1 0.0 -0.803
H 2.0816 4.0108 -0.0098 0.1 -0.1 0.0 0.453
H 3.0348 2.5446 -0.1945 -0.1 0.0 0.0 0.324
C 2.0032 1.9894 -2.8376 0.1 -0.1 0.0 -1.133
H 1.4291 4.0099 -2.3388 0.0 -0.1 0.1 0.325
H 3.1676 3.7294 -2.2964 -0.2 0.0 0.0 0.414
C 0.7973 1.1629 -2.3721 -0.1 0.1 -0.1 -0.398
H 1.8898 2.2250 -3.9024 0.0 0.0 0.1 0.414
H 2.9071 1.3737 -2.7474 0.0 0.0 0.0 0.382
H -0.1166 1.7338 -2.5893 0.3 -0.1 0.0 0.145
H 0.7406 0.2412 -2.9644 0.1 0.4 0.2 -0.012
C 0.6799 -0.1381 2.6158 2.6 0.2 -1.0 1.110
C 2.4203 -0.5374 2.0689 -3.3 2.7 2.3 2.205
H 0.5285 0.7894 2.0316 0.4 -0.3 0.5 -1.145
C 3.3379 -0.9983 3.2156 -0.1 0.0 0.5 -1.069
H 2.7147 0.4753 1.7304 0.2 -0.4 0.1 -0.106
C 2.5779 -1.3781 4.4912 -0.2 -0.1 0.0 -0.641
H 3.9457 -1.8446 2.8512 -0.1 0.3 0.2 0.428
H 4.0103 -0.1728 3.4846 0.1 -0.1 -0.1 0.361
C 1.7620 -0.1949 5.0085 0.1 -0.1 0.3 -1.032
H 1.9122 -2.2290 4.3080 0.0 0.1 -0.1 0.282
H 3.3000 -1.6790 5.2604 0.0 0.0 -0.1 0.463
C 0.6332 0.2708 4.0735 -0.1 0.8 0.8 -0.691
H 1.3430 -0.4037 5.9996 0.0 -0.3 -0.2 0.347
H 2.4497 0.6350 5.2100 0.1 0.1 -0.2 0.398
H -0.3426 0.0275 4.5281 0.3 -0.3 -0.2 0.405
H 0.6600 1.3733 4.1138 -0.1 -0.1 0.0 0.185
O -2.0259 -1.8182 4.5776 -1.4 1.4 0.7 -0.665
N -1.2439 -2.1422 3.6420 0.3 -0.2 0.7 0.507
O -0.6196 -3.2292 3.5988 1.3 -1.3 -0.9 -0.644